1.
Computed, not measured: a molecular structure, C12H17BF9N4O8S2, with ωB97M-V/def2-TZVPD.

- F_max: 0.0178 hartree/bohr
- E_LUMO: 1.858 eV
- Energy above the lowest of the compared OMol25 structures with the same formula, charge and spin: 0.0 kcal per mole
- Kohn-Sham gap: 8.08 eV
- Net charge: -1
- Total energy: -81868.9509 eV

Last column: Löwdin charge in e.
Positions of all 53 atoms, in Å:
C 1.5952 -4.9724 -0.7112  -0.066
C 1.7027 -3.6782 -1.5146  -0.227
O 2.2548 -2.6286 -0.7167  0.074
B 1.9367 -1.3147 -0.9588  -0.597
O 2.9214 -0.3764 -0.9844  0.210
C 0.4807 -0.7387 -1.3150  -0.334
N 0.4021 -0.7219 -2.7955  0.124
N 0.3116 0.6011 -0.7876  0.160
C -1.0155 0.9790 -0.7892  -0.418
O -1.4492 2.0849 -0.7149  0.134
C -1.8598 -0.3136 -0.8049  -0.125
N -2.8492 -0.3231 -1.9137  -0.055
C -2.6906 -1.3206 -2.9686  -0.083
C -4.1650 -0.3964 -1.3359  -0.494
C -4.7218 -1.7714 -1.0021  -0.001
O -4.7908 0.5873 -1.0998  0.138
C -0.8038 -1.4346 -0.7568  -0.064
C -0.6181 -1.9595 0.6739  -0.547
F -0.1384 -3.2304 0.6512  0.123
F 0.2243 -1.2459 1.4177  0.183
F -1.7899 -2.0319 1.3424  0.134
H 0.5578 -5.2539 -0.5136  0.068
H 2.0915 -5.7995 -1.2255  0.071
H 2.0847 -4.8266 0.2567  0.087
H 0.7243 -3.3749 -1.9093  0.105
H 2.3661 -3.8167 -2.3786  0.124
H 3.7914 -0.7543 -0.7971  0.128
H 0.2080 0.2124 -3.1386  0.103
H 1.2231 -1.0825 -3.2646  0.084
H 0.9842 1.3061 -1.0730  0.167
H -2.4338 -0.2577 0.1239  0.159
H -1.8392 -1.0566 -3.5995  0.071
H -2.5526 -2.3529 -2.6114  0.075
H -3.5933 -1.2978 -3.5866  0.097
H -5.4548 -2.0607 -1.7629  0.089
H -3.9542 -2.5479 -0.9446  0.071
H -5.2352 -1.6952 -0.0406  0.090
H -1.0267 -2.3387 -1.3208  0.130
C 0.3311 6.0501 3.6104  -0.682
F 0.2064 7.3821 3.7435  0.110
F 0.0889 5.4938 4.8011  0.123
F -0.5972 5.6303 2.7514  0.131
S 2.0406 5.6828 3.0164  0.572
O 2.9028 6.1614 4.0612  -0.295
O 2.1296 6.3157 1.7305  -0.293
N 1.8716 4.1139 2.9703  -0.309
S 3.0220 3.1421 2.5134  0.566
O 4.1280 3.0424 3.4251  -0.294
O 3.3168 3.1705 1.1062  -0.299
C 2.0809 1.5721 2.7490  -0.675
F 1.0026 1.5051 1.9679  0.123
F 1.7028 1.3900 4.0156  0.130
F 2.8942 0.5512 2.4091  0.104

=====

2.
Computed, not measured: a molecular structure, C12H17BMgN6O2 in a non-equilibrium geometry, with ωB97M-V/def2-TZVPD.

- F_max: 0.1038 hartree/bohr
- E_LUMO (spin up / spin down): -2.555 / -1.709 eV
- Energy above the lowest of the compared OMol25 structures with the same formula, charge and spin: 189.7 kcal per mole
- Kohn-Sham gap (spin up / spin down): 5.56 / 6.41 eV
- Net charge: 0
- Total energy: -31873.4020 eV

Last column: Löwdin charge in e.
Positions of all 39 atoms, in Å:
H -0.3956 -3.3629 -0.0083  0.090
N -0.0138 -1.4186 -0.7155  0.056
B 0.6062 0.5772 -2.0786  -0.495
N 0.2097 -0.9105 -1.9740  -0.035
C 0.1429 -1.8921 -2.9001  -0.087
Mg 0.8169 -0.1969 1.8253  0.630
H 0.3099 -1.6708 -3.9396  0.108
C -0.1328 -3.0879 -2.2260  -0.073
H -0.2439 -4.0664 -2.6340  0.071
C -0.2215 -2.7282 -0.8595  -0.149
H 0.9270 0.8605 -3.1947  0.113
C 0.1111 1.6629 2.6091  0.055
H -0.2459 1.3160 3.5746  0.045
H -0.5851 2.3857 2.2598  0.013
H 1.0845 2.1722 2.7269  0.053
N 1.7512 0.7493 -1.0264  0.040
N -0.5483 1.4687 -1.5881  -0.038
N 1.6412 0.4053 0.3265  -0.067
N -0.8785 1.4002 -0.2598  0.051
C 2.9958 1.1777 -1.2712  -0.045
C -1.3615 2.3282 -2.2447  -0.082
H 3.2735 1.4698 -2.2739  0.129
H -1.2283 2.5116 -3.2951  0.107
C 3.7272 1.1592 -0.0848  -0.048
C -2.2692 2.8437 -1.3051  -0.072
C 2.8606 0.6725 0.8909  -0.162
C -1.9239 2.2157 -0.0807  -0.158
H 4.7402 1.4647 0.0455  0.090
H -3.0438 3.5534 -1.4641  0.069
H 3.0323 0.4773 1.9447  0.103
H -2.3703 2.3252 0.8889  0.089
H 1.5297 -1.8646 1.8616  0.166
C -2.5918 -2.3247 2.5487  0.016
C -1.3578 -1.6000 2.0902  -0.643
O -0.2495 -2.2821 2.1219  -0.137
O -1.4121 -0.3830 1.7362  -0.067
H -2.3288 -3.2602 3.0440  0.086
H -3.2538 -2.5000 1.7004  0.094
H -3.1041 -1.6483 3.2290  0.086

=====

3.
Computed, not measured: 3 unconnected molecules or ions with the total composition C12H17Br4N4 in a non-equilibrium geometry, with ωB97M-V/def2-TZVPD.

- F_max: 0.0819 hartree/bohr
- E_LUMO: -3.382 eV
- Kohn-Sham gap: 8.67 eV
- Net charge: +1
- Total energy: -298842.1529 eV

Last column: Löwdin charge in e.
Positions of all 37 atoms, in Å:
N 2.4416 -2.6664 -1.3788  0.147
C 3.2742 -2.0413 -2.2318  -0.309
N 4.6624 -2.0640 -2.3713  0.180
C 4.8386 -1.2303 -3.4686  -0.042
N 3.6713 -0.6828 -3.9642  0.149
N 2.7125 -1.2022 -3.1899  -0.009
C 1.2699 -1.0279 -3.1713  -0.183
C 0.7572 0.2522 -2.6543  -0.023
C -0.6684 0.5440 -2.5432  -0.060
C -1.5909 -0.5159 -2.9759  -0.055
C -1.0981 -1.7959 -3.5257  -0.043
C 0.3241 -2.0664 -3.6253  -0.003
H 2.2454 -3.6609 -1.4539  0.133
H 1.8969 -2.1588 -0.6741  -0.022
H 5.8578 -1.0415 -3.8850  0.153
H 3.5071 -0.0380 -4.7366  0.199
H 1.4851 1.0447 -2.3334  0.117
H -1.0321 1.5146 -2.1229  0.114
H -2.6832 -0.3136 -2.8790  0.104
H -1.8997 -2.5215 -3.8170  0.116
H 0.6943 -3.0473 -4.0133  0.119
Br 0.5554 -1.0886 1.0232  0.694
C -0.5034 0.4184 1.6688  -0.671
C -1.8677 -0.0300 2.1267  -0.707
Br -3.0406 -0.3794 0.6106  0.622
H -0.5384 1.1500 0.8642  0.050
H 0.0660 0.8287 2.5016  0.015
H -2.3611 0.7607 2.6912  0.007
H -1.8449 -0.9372 2.7266  0.060
Br -0.8946 1.8225 5.1037  0.665
C -1.9534 3.3280 5.7439  -0.675
C -3.3174 2.8795 6.1986  -0.689
Br -4.4856 2.5239 4.6803  0.617
H -1.9874 4.0579 4.9381  0.054
H -1.3863 3.7406 6.5778  0.061
H -3.8133 3.6707 6.7602  0.062
H -3.2934 1.9734 6.8000  0.054

=====

4.
Computed, not measured: a molecular structure, C12H17Cl2FKNO2Si in a non-equilibrium geometry, with ωB97M-V/def2-TZVPD.

- F_max: 0.0251 hartree/bohr
- E_LUMO: 4.556 eV
- Energy above the lowest of the compared OMol25 structures with the same formula, charge and spin: 0.9 kcal per mole
- Kohn-Sham gap: 5.79 eV
- Net charge: -2
- Total energy: -70272.4514 eV

Last column: Löwdin charge in e.
Positions of all 37 atoms, in Å:
K -1.4546 3.2793 0.5890  0.806
C 2.7318 -1.0728 0.5780  -0.193
Si 1.8318 -0.3638 -0.9282  0.306
C 2.8010 -1.0090 -2.4251  -0.199
C 2.1286 1.4847 -0.8921  -0.188
N 0.1979 -0.6792 -0.9809  -0.050
C -0.4581 -1.8361 -0.9422  -0.359
C 0.1169 -3.1449 -0.9309  -0.071
C -0.6311 -4.3154 -0.8827  -0.163
C -2.0183 -4.2804 -0.8456  -0.171
C -2.6366 -3.0229 -0.8555  -0.071
C -1.8853 -1.8779 -0.9001  -0.245
F -2.5428 -0.6901 -0.8972  0.025
H 3.7926 -0.7969 0.5589  0.010
H 2.6641 -2.1651 0.6067  0.005
H 2.2951 -0.6875 1.5043  0.020
H 3.8624 -0.7422 -2.3644  0.009
H 2.3928 -0.5918 -3.3513  0.015
H 2.7267 -2.0990 -2.4940  0.004
H 3.1984 1.7168 -0.9365  0.016
H 1.7281 1.9401 0.0182  0.018
H 1.6371 1.9672 -1.7420  0.024
H 1.1998 -3.2087 -0.9570  0.069
H -0.1147 -5.2710 -0.8699  0.078
H -2.6067 -5.1882 -0.8010  0.067
H -3.7160 -2.9219 -0.8220  0.099
Cl -2.9051 1.4999 5.5060  0.466
C -1.5584 1.1911 4.3300  -0.481
C -1.5574 2.1613 3.1398  -0.827
O -0.4848 2.7883 2.9665  -0.132
O -2.5859 2.1894 2.4261  -0.189
H -1.6991 0.1772 3.9644  0.069
H -0.6319 1.2767 4.8860  0.056
Cl -2.9339 5.6907 -1.7008  0.082
C -1.1555 5.8447 -0.9981  -0.660
H -1.1613 6.8802 -0.6314  -0.124
H -0.5674 5.8771 -1.9250  -0.121

=====

5.
Computed, not measured: a gas-phase ion, C12H17ClNO (charge +1), with ωB97M-V/def2-TZVPD.

- F_max: 0.0147 hartree/bohr
- SMILES string: Clc1ccc(C[NH2+]C[C@H]2CCCO2)cc1
- E_LUMO: -2.687 eV
- Energy above the lowest of the compared OMol25 structures with the same formula, charge and spin: 0.0 kcal per mole
- Kohn-Sham gap: 9.66 eV
- Net charge: +1
- Total energy: -28773.7144 eV

Last column: Löwdin charge in e.
Positions of all 32 atoms, in Å:
Cl 5.8979 0.8893 -0.3800  0.730
C 4.3124 0.2855 -0.1141  -0.660
C 4.1019 -1.0831 0.0046  -0.079
C 2.8238 -1.5639 0.2170  -0.027
C 1.7484 -0.6897 0.3216  -0.228
C 0.3508 -1.2073 0.5283  -0.078
N -0.4030 -1.1258 -0.7542  0.058
C -1.8393 -1.4837 -0.7078  -0.050
C -2.6556 -0.1738 -0.5828  -0.277
C -2.9091 0.3222 0.8604  -0.106
C -2.1765 1.6677 0.9333  -0.134
C -2.0925 2.0646 -0.5385  -0.155
O -1.8982 0.8396 -1.2377  -0.134
C 1.9707 0.6792 0.2011  -0.031
C 3.2432 1.1691 -0.0148  -0.079
H 4.9350 -1.7628 -0.0674  0.115
H 2.6680 -2.6278 0.3167  0.120
H -0.1759 -0.6075 1.2714  0.129
H 0.3687 -2.2478 0.8584  0.142
H -0.4589 -0.1178 -1.0745  0.162
H 0.1016 -1.6648 -1.4619  0.192
H -2.0478 -2.1556 0.1242  0.140
H -2.1089 -1.9857 -1.6372  0.141
H -3.6091 -0.3119 -1.1047  0.160
H -3.9761 0.4641 1.0172  0.123
H -2.5566 -0.3850 1.6080  0.111
H -1.1785 1.5564 1.3601  0.099
H -2.7163 2.4036 1.5208  0.123
H -3.0252 2.5300 -0.8721  0.136
H -1.2572 2.7191 -0.7846  0.131
H 1.1479 1.3740 0.2902  0.109
H 3.4142 2.2297 -0.1011  0.114

=====

6.
Computed, not measured: 2 unconnected molecules or ions with the total composition C12H17ClNO in a non-equilibrium geometry, with ωB97M-V/def2-TZVPD.

- 2S+1: 3
- F_max: 0.0907 hartree/bohr
- E_LUMO (spin up / spin down): -3.325 / -5.451 eV
- <S²>: 2.014
- Kohn-Sham gap (spin up / spin down): 5.62 / 6.30 eV
- Net charge: +1
- Total energy: -28767.3446 eV

Last column: Löwdin spin population.
Positions of all 32 atoms, in Å:
C -3.2594 -1.7535 0.1879  0.183
C -1.9165 -1.5116 0.3556  0.261
C 6.0541 0.7128 0.2157  0.000
C 5.3707 0.3307 -0.9682  0.000
C -4.1519 -0.8047 -0.1925  0.369
C -1.4828 -0.2252 0.4931  0.386
C 6.8858 1.7532 0.3052  0.000
C -3.6294 0.5808 -0.4607  0.056
C -2.4443 0.9013 0.5053  0.056
C 4.6367 -0.7405 -1.2110  0.000
C 0.7880 -0.5572 0.6856  0.246
C -5.6034 -1.0833 -0.3923  0.062
N 1.9222 -0.1723 1.2438  0.182
O -0.2562 0.1676 0.8508  0.060
Cl 4.3724 -1.8981 0.2239  -0.001
H -3.7313 -2.7928 0.4156  0.001
H -1.3044 -2.3298 0.6472  0.018
H 5.8818 -0.0010 1.0812  0.000
H 5.7286 0.9899 -1.8891  0.000
H 7.5687 1.9970 1.1924  0.000
H 6.9949 2.3785 -0.5353  0.000
H -3.4589 0.5470 -1.5972  0.025
H -4.3095 1.4423 -0.5168  0.003
H -2.7786 1.1715 1.4276  0.017
H -1.7915 1.7711 0.2308  0.007
H 4.3409 -1.2495 -2.0861  0.000
H 0.7438 -1.4285 0.0255  0.014
H -6.0680 -1.4069 0.6040  0.032
H -5.7472 -2.0924 -0.7948  0.015
H -6.0894 -0.2462 -0.9240  0.001
H 1.7669 0.7409 1.7946  0.003
H 2.8276 -0.5652 1.0178  0.005

=====

7.
Computed, not measured: 2 unconnected molecules or ions with the total composition C12H17ClNO5 in a non-equilibrium geometry, with ωB97M-V/def2-TZVPD.

- F_max: 0.1176 hartree/bohr
- E_LUMO: 1.115 eV
- Kohn-Sham gap: 3.91 eV
- Net charge: -1
- Total energy: -36965.7060 eV

Last column: Löwdin charge in e.
Positions of all 36 atoms, in Å:
C 3.1429 -1.3896 1.7195  -0.030
C 2.9648 -0.2749 0.5846  -0.382
O 4.0046 0.4111 0.2968  -0.002
N 1.6589 0.0196 -0.0980  -0.153
C 1.8204 -0.0026 -1.5931  -0.110
C 1.2878 1.3860 0.4056  -0.190
C -0.2598 1.5642 0.7847  -0.177
C -0.7195 0.7422 2.0900  -0.190
C -0.8593 -0.8395 1.8674  -0.138
C -2.2079 -1.3001 1.1528  -0.083
C -2.5721 -1.4375 -0.2145  -0.420
Cl -1.5187 -1.0916 -1.6450  0.703
C -4.0807 -1.9987 -0.2443  -0.304
O -4.6763 -2.4165 -1.2723  0.082
O -4.6342 -1.9954 1.0989  0.073
C -3.4999 -1.7819 1.9677  -0.285
O -3.4308 -1.9656 3.2098  0.079
H 2.7136 -2.4135 1.4518  0.079
H 2.7183 -0.9520 2.6992  0.085
H 4.2772 -1.5235 1.8979  0.085
H 1.4914 0.9733 -2.1006  0.048
H 2.9101 -0.2019 -1.9310  0.093
H 1.2078 -0.8807 -2.0398  0.048
H 1.8903 1.5509 1.3834  0.121
H 1.6658 2.1943 -0.3284  0.142
H -0.3965 2.6860 1.0525  0.115
H -0.9808 1.3936 -0.1076  0.108
H 0.1263 0.8914 2.8723  0.109
H -1.6557 1.2158 2.5743  0.117
H -0.8763 -1.3185 2.9242  0.119
H 0.0120 -1.3308 1.3173  0.105
C -0.2834 2.0199 -4.3245  -0.502
O 0.4746 2.1035 -3.2303  -0.414
H -0.7835 1.0459 -4.5223  0.021
H -1.1463 2.7164 -4.3976  0.024
H 0.2149 2.2011 -5.3013  0.025

=====

8.
Computed, not measured: a molecular structure, C12H17CrIN2 in a non-equilibrium geometry, with ωB97M-V/def2-TZVPD.

- 2S+1: 5
- F_max: 0.1445 hartree/bohr
- E_LUMO (spin up / spin down): -0.766 / -2.642 eV
- <S²>: 6.040
- Energy above the lowest of the compared OMol25 structures with the same formula, charge and spin: 89.3 kcal per mole
- Kohn-Sham gap (spin up / spin down): 6.97 / 5.10 eV
- Net charge: 0
- Total energy: -52218.0973 eV

Last column: Löwdin spin population.
Positions of all 33 atoms, in Å:
C -0.0657 -1.5796 -2.5344  0.014
C 0.9445 1.1329 -2.8301  0.589
H 0.8331 -2.1314 -2.9013  0.006
H -0.6131 -1.0730 -3.4341  0.012
H -0.7285 -2.0115 -1.8287  0.003
H 1.7177 1.6875 -2.3741  0.037
H 1.3918 0.3442 -3.6368  0.037
H 0.0062 1.5887 -3.2321  0.029
Cr 0.5023 -0.0325 -1.4087  3.147
C -1.4522 0.6173 -1.3631  0.005
H -1.5965 1.6159 -1.8023  0.000
H -1.8834 0.6514 -0.3529  0.005
H -2.1414 -0.0648 -1.8699  0.003
I 2.9223 -0.6053 -1.2480  0.062
N 0.8073 1.5418 -0.0701  0.012
C 0.7452 1.1442 1.3201  0.002
C 1.1348 2.0010 2.3411  0.002
C 1.0183 1.5906 3.6816  -0.001
C 0.5038 0.3309 3.9930  0.002
C 0.1130 -0.5630 2.9551  0.000
C -0.4331 -1.8332 3.2125  0.007
C -0.7516 -2.6393 2.1198  -0.001
C -0.5107 -2.1789 0.8072  0.009
N 0.0018 -0.9630 0.5086  0.009
C 0.2778 -0.1422 1.5920  0.003
H 0.1388 2.2988 -0.2080  0.002
H 1.7200 1.9787 -0.2085  0.003
H 1.5252 3.0006 2.0912  0.000
H 1.3212 2.2725 4.4894  0.000
H 0.4026 0.0137 5.0438  0.000
H -0.6329 -2.1701 4.2389  0.000
H -1.1777 -3.6352 2.2545  0.000
H -0.7288 -2.8302 -0.0311  0.000